The following is a DFT calculation (ωB97M-V with the def2-TZVPD basis set) of a 4-piece molecular cluster, C40H64BN6O7 overall in a non-equilibrium geometry.

Results
Highest occupied orbital energy   -11.15 eV
Kohn-Sham gap   8.8 eV
Charge   +1
Molar mass   751.80 g/mol

Last columns: bonded neighbours and bond lengths (Å).
CARTESIAN COORDINATES (ANGSTROEM)
1 C 7.066 -4.099 2.865  O2 1.415, H37 1.091, H38 1.101, H39 1.105
2 O 8.004 -4.692 1.988  C1 1.415, C3 1.434
3 C 7.443 -4.737 0.669  O2 1.434, C4 1.538, H40 1.096, H41 1.096
4 C 7.965 -3.562 -0.174  C3 1.538, C5 1.562, H42 1.094, H43 1.089
5 C 6.834 -2.976 -1.076  C4 1.562, C6 1.534, H44 1.095, H45 1.095
6 C 6.954 -1.460 -1.278  C5 1.534, C7 1.556, H46 1.093, H47 1.096
7 C 6.425 -0.638 -0.068  C6 1.556, C8 1.540, H48 1.098, H49 1.094
8 C 5.792 0.702 -0.489  C7 1.540, C9 1.539, H50 1.100, H51 1.090
9 C 4.518 0.619 -1.350  C8 1.539, C10 1.584, H52 1.100, H53 1.089
10 C 3.270 -0.045 -0.634  C9 1.584, B11 1.604, C14 1.536, O36 1.429
11 B 3.226 -1.566 -1.142  C10 1.604, N12 1.430, O13 1.390
12 N 3.252 -2.715 -0.292  B11 1.430, H54 1.015, H55 1.018
13 O 3.138 -1.750 -2.517  B11 1.390, H56 0.967
14 C 2.047 0.682 -1.213  C10 1.536, N15 1.501, H57 1.094, H58 1.094
15 N 0.821 0.389 -0.398  C14 1.501, C16 1.516, C25 1.508, H59 1.022
16 C -0.404 1.069 -0.979  N15 1.516, C17 1.529, H60 1.092, H61 1.092
17 C -1.644 0.406 -0.380  C16 1.529, C18 1.549, H62 1.101, H63 1.094
18 C -2.973 0.798 -1.074  C17 1.549, C19 1.550, H64 1.092, H65 1.090
19 C -3.979 -0.369 -0.899  C18 1.550, C20 1.526, H66 1.093, H67 1.092
20 C -4.041 -0.914 0.525  C19 1.526, O21 1.448, H68 1.098, H69 1.096
21 O -5.078 -1.922 0.604  C20 1.448, C22 1.382
22 C -4.466 -3.151 0.765  O21 1.382, C23 1.510, O24 1.170
23 C -4.339 -3.770 2.137  C22 1.510, H70 1.091, H71 1.090, H72 1.092
24 O -4.021 -3.702 -0.166  C22 1.170
25 C 1.132 0.965 0.961  N15 1.508, C26 1.538, H73 1.089, H74 1.089
26 C 2.306 0.171 1.561  C25 1.538, C27 1.569, C30 1.552, O36 1.409
27 C 1.750 -1.228 2.002  C26 1.569, C28 1.512, H75 1.098, H76 1.095
28 C 2.676 -2.031 2.885  C27 1.512, N29 1.247, H77 1.099
29 N 3.918 -2.047 2.765  C28 1.247, H78 1.019
30 C 2.710 0.890 2.876  C26 1.552, C31 1.535, H79 1.092, H80 1.095
31 C 3.072 2.369 2.685  C30 1.535, O32 1.418, H81 1.096, H82 1.097
32 O 3.588 2.929 3.881  C31 1.418, C33 1.378
33 C 4.892 2.571 4.147  O32 1.378, C34 1.523, O35 1.159
34 C 5.973 2.584 3.076  C33 1.523, H83 1.092, H84 1.086, H85 1.094
35 O 5.156 2.267 5.234  C33 1.159
36 O 3.471 0.124 0.771  C10 1.429, C26 1.409
37 H 7.540 -3.743 3.781  C1 1.091
38 H 6.228 -4.775 3.097  C1 1.101
39 H 6.623 -3.214 2.374  C1 1.105
40 H 6.350 -4.777 0.736  C3 1.096
41 H 7.778 -5.685 0.233  C3 1.096
42 H 8.230 -2.763 0.526  C4 1.094
43 H 8.788 -3.830 -0.836  C4 1.089
44 H 6.754 -3.498 -2.036  C5 1.095
45 H 5.897 -3.162 -0.540  C5 1.095
46 H 7.988 -1.136 -1.424  C6 1.093
47 H 6.340 -1.184 -2.143  C6 1.096
48 H 5.668 -1.212 0.483  C7 1.098
49 H 7.229 -0.415 0.640  C7 1.094
50 H 6.542 1.207 -1.116  C8 1.100
51 H 5.630 1.370 0.357  C8 1.090
52 H 4.216 1.660 -1.536  C9 1.100
53 H 4.718 0.169 -2.321  C9 1.089
54 H 3.399 -3.580 -0.802  N12 1.015
55 H 3.924 -2.646 0.470  N12 1.018
56 H 3.616 -2.555 -2.757  O13 0.967
57 H 2.186 1.765 -1.275  C14 1.094
58 H 1.831 0.348 -2.233  C14 1.094
59 H 0.600 -0.608 -0.353  N15 1.022
60 H -0.375 0.963 -2.066  C16 1.092
61 H -0.309 2.129 -0.734  C16 1.092
62 H -1.536 -0.685 -0.485  C17 1.101
63 H -1.740 0.621 0.688  C17 1.094
64 H -3.365 1.702 -0.606  C18 1.092
65 H -2.868 0.987 -2.142  C18 1.090
66 H -3.754 -1.187 -1.588  C19 1.093
67 H -4.958 0.055 -1.128  C19 1.092
68 H -4.236 -0.085 1.219  C20 1.098
69 H -3.113 -1.392 0.859  C20 1.096
70 H -3.374 -4.272 2.220  C23 1.091
71 H -4.377 -3.050 2.956  C23 1.090
72 H -5.104 -4.541 2.253  C23 1.092
73 H 1.328 2.021 0.782  C25 1.089
74 H 0.270 0.859 1.617  C25 1.089
75 H 0.867 -1.007 2.616  C27 1.098
76 H 1.370 -1.818 1.162  C27 1.095
77 H 2.213 -2.625 3.685  C28 1.099
78 H 4.355 -2.648 3.463  N29 1.019
79 H 3.588 0.411 3.315  C30 1.092
80 H 1.904 0.748 3.603  C30 1.095
81 H 3.707 2.516 1.803  C31 1.096
82 H 2.147 2.921 2.474  C31 1.097
83 H 6.126 1.555 2.743  C34 1.092
84 H 6.860 3.023 3.524  C34 1.086
85 H 5.679 3.195 2.217  C34 1.094
86 N -7.340 -2.491 4.804  C87 1.333, C91 1.333
87 C -8.518 -3.033 5.114  N86 1.333, C88 1.387, H92 1.084
88 C -9.514 -3.296 4.185  C87 1.387, C89 1.385, H93 1.081
89 C -9.275 -2.975 2.859  C88 1.385, C90 1.386, H94 1.083
90 C -8.058 -2.408 2.516  C89 1.386, C91 1.386, H95 1.082
91 C -7.132 -2.190 3.523  N86 1.333, C90 1.386, H96 1.084
92 H -8.661 -3.266 6.164  C87 1.084
93 H -10.450 -3.741 4.494  C88 1.081
94 H -10.028 -3.163 2.103  C89 1.083
95 H -7.832 -2.141 1.492  C90 1.082
96 H -6.165 -1.752 3.302  C91 1.084
97 N -5.098 2.140 -2.936  C98 1.335, C102 1.335
98 C -6.426 2.205 -2.809  N97 1.335, C99 1.386, H103 1.085
99 C -7.302 2.249 -3.883  C98 1.386, C100 1.385, H104 1.081
100 C -6.771 2.227 -5.161  C99 1.385, C101 1.385, H105 1.083
101 C -5.397 2.162 -5.317  C100 1.385, C102 1.385, H106 1.081
102 C -4.610 2.119 -4.178  N97 1.335, C101 1.385, H107 1.086
103 H -6.796 2.224 -1.789  C98 1.085
104 H -8.370 2.299 -3.720  C99 1.081
105 H -7.420 2.261 -6.027  C100 1.083
106 H -4.946 2.145 -6.300  C101 1.081
107 H -3.529 2.064 -4.254  C102 1.086
108 N -5.214 6.483 -6.103  C109 1.333, C113 1.333
109 C -4.604 7.610 -5.737  N108 1.333, C110 1.387, H114 1.085
110 C -4.484 8.030 -4.421  C109 1.387, C111 1.385, H115 1.082
111 C -5.030 7.235 -3.427  C110 1.385, C112 1.385, H116 1.083
112 C -5.670 6.060 -3.785  C111 1.385, C113 1.386, H117 1.082
113 C -5.732 5.732 -5.131  N108 1.333, C112 1.386, H118 1.083
114 H -4.195 8.202 -6.549  C109 1.085
115 H -3.976 8.954 -4.183  C110 1.082
116 H -4.959 7.528 -2.387  C111 1.083
117 H -6.111 5.411 -3.040  C112 1.082
118 H -6.219 4.822 -5.459  C113 1.083

Atom charges from the Mulliken analysis, given in e for atoms 1 to 8: atom 1 (C): -0.37, atom 2 (O): -0.42, atom 3 (C): -0.53, atom 4 (C): -0.64, atom 5 (C): 0.10, atom 6 (C): -1.11, atom 7 (C): 0.69, atom 8 (C): -0.88